(1)
DFT (ωB97M-V/def2-TZVPD) results for 40 unconnected molecules or ions with the total composition H80O40.

Values from the calculation:
2S+1: 2
Net charge: +1
Highest occupied orbital energy (alpha / beta) (Eh): -0.456 / -0.456
<S²>: 0.7594
Gap between HOMO and LUMO (alpha / beta) (eV): 8.91 / 2.32
LUMO energy (alpha / beta) (eV): -3.502 / -10.083

Each line ends with the Löwdin charge.
Element x y z (Å)
H 3.34666 3.20048 -4.20534  0.05
H 2.71878 2.52982 -3.07119  0.04
O 2.56302 2.67806 -4.05320  -0.05
H -4.89885 0.56661 2.92741  0.05
H -4.23448 0.83139 1.61774  -0.02
O -5.08013 0.82551 2.02648  -0.01
H -4.10887 -0.38884 -2.95160  0.03
H -5.50313 -0.55089 -2.46153  0.08
O -4.78815 0.14823 -2.45055  -0.09
H 1.17980 5.65486 -1.99135  -0.01
H 1.03017 6.63935 -0.77545  0.01
O 1.43765 6.50047 -1.62240  -0.03
H -4.25765 -4.81516 0.85740  0.01
H -2.54986 -4.62661 0.69590  0.06
O -3.47329 -4.81867 0.39028  -0.06
H 2.59593 -2.03415 -0.74488  -0.03
O 2.60048 -2.59562 -0.01551  0.00
H 0.27071 -1.39021 1.90390  0.02
O 0.90875 -1.79561 2.47068  -0.07
H 2.37794 2.29696 0.14104  -0.02
H 1.57068 2.54056 -1.20448  0.05
O 2.51299 2.61365 -0.79030  -0.13
H -5.44884 -1.39791 1.72515  -0.01
H -6.45724 -2.16414 0.93237  0.06
O -5.63072 -2.27086 1.42801  -0.04
H -1.92838 1.02567 -0.65316  -0.04
H -2.27222 2.04209 0.53811  0.05
O -2.17586 1.14165 0.21839  0.00
H 1.64369 4.64603 2.90102  0.02
H 0.72803 5.45692 1.86159  0.00
O 1.60853 5.09831 2.02354  -0.06
H 5.80708 0.09202 0.19304  0.02
O 6.57941 0.53368 -0.29245  -0.08
H -0.51674 0.23729 -4.71711  0.05
H 0.83692 1.16055 -4.41209  0.09
O 0.02921 0.98334 -4.97762  0.18
H 0.02371 -2.26622 5.40710  0.07
H -0.16958 -2.22107 3.69373  0.04
O -0.56887 -2.27241 4.64957  -0.09
H 2.85299 -5.11123 2.78178  0.02
H 3.07809 -3.86857 1.88450  -0.02
O 2.64109 -4.20480 2.66663  -0.06
H 4.16042 -0.55345 1.91156  0.09
H 3.40682 -0.37461 0.66669  0.04
O 4.25238 -0.00998 1.05736  -0.09
H 5.58678 -2.20679 2.20658  0.03
H 4.89381 -3.27485 3.10010  0.03
O 5.31851 -3.12881 2.26395  -0.03
H -2.20427 -0.01382 2.62525  0.06
H -1.01960 0.15373 1.69676  0.09
O -1.32568 -0.47906 2.45661  -0.10
H -2.97240 2.69526 -3.39584  0.11
O -2.41224 2.44229 -2.66510  -0.03
H -0.62403 2.84684 -0.88774  0.04
H -0.30203 1.92009 -2.18747  0.01
O -0.12650 2.15947 -1.28933  -0.01
H -3.33417 -3.52837 1.92086  0.07
O -2.39447 -3.30717 1.80384  -0.07
H 2.03877 -4.36070 -2.12243  0.05
H 0.59121 -4.81644 -1.75755  0.04
O 1.51836 -4.77814 -1.41362  -0.07
H -0.51927 -4.33024 0.39080  0.05
H -1.10632 -2.99960 0.33695  0.00
O -0.25880 -3.42078 0.37239  -0.01
H -5.28696 -3.66857 -1.63696  0.02
H -4.86992 -3.64132 -0.14246  0.00
O -5.64665 -3.74989 -0.76503  -0.08
H 2.27643 2.74979 1.98167  0.04
H 2.93101 1.40850 1.63973  0.07
O 2.05829 1.89350 1.63446  -0.05
H -1.76590 0.90713 -2.67186  0.05
H -1.79314 -0.65015 -2.78448  0.07
O -1.14250 0.11198 -2.73464  0.12
H -1.11407 4.46131 -2.52219  0.05
H -0.31683 3.48456 -3.38049  -0.01
O -0.26265 4.33537 -2.98746  -0.02
H 3.07118 0.54433 -1.80416  0.01
H 2.24612 0.60712 -0.55623  0.08
O 2.40408 0.03169 -1.41422  -0.07
H 0.30669 -3.56358 -4.40532  0.07
H -0.50244 -4.88053 -4.35570  0.09
O -0.44644 -4.00328 -3.97931  -0.02
H -4.53831 2.77780 -0.93523  0.05
H -4.47826 3.44227 0.40628  0.04
O -3.99897 3.34629 -0.38801  -0.01
H -3.55501 -3.35167 -1.29777  -0.01
H -2.84307 -2.42418 -0.32108  0.03
O -3.36950 -2.45026 -1.14236  -0.04
H 2.33668 -0.90911 -3.63164  0.05
O 1.79483 -1.71128 -3.55317  -0.02
H 0.47018 3.20385 3.05247  0.07
H 0.84891 2.50447 4.42046  0.08
O 0.86275 3.39043 3.98560  -0.09
H -2.71992 2.60861 -1.74314  0.05
H 1.90187 -3.16993 0.13469  -0.04
H -1.96288 -3.13153 2.63534  0.06
H 0.59524 -2.72086 2.59476  0.06
H 5.97563 0.97183 -0.86017  -0.02
H 1.38182 -1.86212 -2.74397  -0.02
O -2.07803 -0.12611 5.45755  -0.07
H -1.53786 -0.91094 5.20709  -0.01
H -2.36431 0.04848 4.56436  -0.03
O -0.92955 5.49860 -0.22136  -0.03
H -0.11098 5.06808 -0.46604  0.00
H -1.13874 5.11752 0.62006  -0.03
O 4.68100 4.18331 -1.29213  -0.11
H 4.00036 4.02311 -0.59894  0.01
H 5.47317 4.05284 -0.67540  0.07
O 2.58100 -0.10497 3.30615  -0.07
H 1.99539 0.63033 3.09762  0.01
H 2.33235 -0.97921 2.96369  0.01
O -1.35032 5.12868 2.39122  -0.03
H -2.08738 4.62713 2.76960  0.08
H -1.62352 6.02368 2.52303  0.07
O -2.09091 -2.11100 -3.66818  -0.06
H -1.26232 -2.67772 -3.70447  0.02
H -2.47561 -2.12534 -4.54942  0.08
O 3.95569 -5.41358 0.99195  -0.03
H 3.45000 -5.96484 0.38485  0.06
H 4.33117 -4.76550 0.45670  0.00

***

(2)
DFT (ωB97M-V/def2-TZVPD) results for a molecular structure, H12O6.

Values from the calculation:
2S+1: 1
Highest occupied orbital energy (Eh): -0.384
Gap between HOMO and LUMO (eV): 10.09
LUMO energy (eV): -0.356

Each line ends with the natural charge from an NBO analysis.
Element x y z (Å)
O -13.35929 7.06030 4.90886  -0.93
H -13.58806 6.70290 5.76684  0.45
H -12.62857 7.65354 5.08307  0.47
O -12.45393 11.52257 7.33022  -0.93
H -12.27643 11.63781 8.26374  0.50
H -13.40378 11.41648 7.27784  0.49
O -10.49772 10.43996 7.76695  -0.93
H -11.25697 10.70842 7.24957  0.45
H -10.86985 10.10042 8.58087  0.45
O -12.66492 9.65714 5.81291  -0.87
H -13.15089 10.47967 5.75348  0.50
H -12.13209 9.74973 6.60268  0.49
O -12.17680 9.15414 3.85372  -1.00
H -12.27531 9.28554 4.79672  0.43
H -11.73112 9.94365 3.54667  0.45
O -14.84312 10.16878 3.94098  -0.97
H -15.36578 9.36730 3.96708  0.48
H -13.95693 9.88481 4.16516  0.47

***

What ΔE to the lowest compared entry with this formula, charge and spin values result from the calculations? In sequence: 831.6 427.6 kJ/mol.
What maximum force values result from the calculations? In sequence: 5.3 6.7 eV Å⁻¹.